Record 1
DFT (wB97M-V/def2-TZVPD) results for an isolated molecule of C5H9N3O at a distorted geometry.

Geometry as XYZ:
```
18
Properties=species:S:1:pos:R:3:nbo_charge:R:1
C 0.727 -0.505 -1.798 -0.671
C 1.291 0.903 2.186 -0.706
N -1.315 -0.688 -0.366 -0.659
C -1.086 0.223 0.669 0.697
C -0.589 -1.144 -1.470 0.465
C 0.443 0.712 0.986 0.265
N -0.999 -2.090 -2.213 -0.690
N -0.121 1.597 0.249 -0.576
O -1.911 0.323 1.568 -0.645
H -2.177 -1.190 -0.189 0.411
H -1.898 -2.477 -1.927 0.326
H -0.010 2.600 0.439 0.355
H 1.437 -0.633 -0.981 0.218
H 0.608 0.565 -1.966 0.233
H 1.122 -0.990 -2.686 0.245
H 2.068 0.138 2.220 0.242
H 0.668 0.756 3.072 0.270
H 1.742 1.900 2.208 0.220
```

LUMO	0.3328	eV
spin multiplicity	1
DFT total energy	-11846.07636	eV
orbital gap	9.30	eV



Record 2
DFT (wB97M-V/def2-TZVPD) results for a cluster of 11 separate species, C64H156B2ClF8N8O6 in total at a distorted geometry.

Geometry as XYZ:
```
245
Properties=species:S:1:pos:R:3:lowdin_charge:R:1
C -7.628 -0.577 -4.269 -0.032
C -8.874 0.358 -4.507 -0.120
N -9.671 0.727 -3.221 -0.219
C -10.914 1.567 -3.634 0.053
C -10.180 -0.587 -2.616 -0.193
C -10.793 -1.525 -3.576 -0.075
C -8.805 1.434 -2.080 -0.078
C -8.065 2.671 -2.398 -0.182
O -7.023 2.477 -3.374 -0.193
C -5.792 2.101 -2.749 -0.092
H -6.943 -0.446 -5.107 0.093
H -7.916 -1.620 -4.138 0.070
H -7.000 -0.385 -3.399 0.061
H -9.563 0.136 -5.322 0.133
H -8.454 1.320 -4.799 0.108
H -11.414 1.836 -2.703 0.114
H -11.597 0.990 -4.258 0.100
H -10.518 2.358 -4.271 0.108
H -10.841 -0.312 -1.794 0.138
H -9.291 -1.090 -2.238 0.123
H -10.135 -2.134 -4.195 0.087
H -11.437 -1.121 -4.358 0.087
H -11.410 -2.174 -2.954 0.106
H -8.202 0.646 -1.630 0.121
H -9.484 1.606 -1.245 0.138
H -7.679 3.174 -1.512 0.142
H -8.774 3.315 -2.920 0.133
H -5.845 1.246 -2.075 0.078
H -5.467 2.896 -2.078 0.090
H -5.017 1.994 -3.508 0.103
C 4.096 -2.159 -1.535 -0.037
C 2.978 -1.202 -1.044 -0.144
N 2.105 -1.760 0.085 -0.242
C 3.076 -2.018 1.282 0.048
C 1.098 -0.609 0.467 -0.109
C -0.064 -0.997 1.444 -0.057
C 1.310 -3.028 -0.278 -0.070
C 0.180 -2.980 -1.340 -0.160
O 0.665 -2.479 -2.620 -0.183
C -0.388 -2.276 -3.555 -0.092
H 3.591 -3.010 -1.992 0.074
H 4.787 -2.506 -0.767 0.076
H 4.805 -1.873 -2.312 0.097
H 2.286 -0.808 -1.788 0.124
H 3.457 -0.336 -0.588 0.128
H 3.754 -2.816 0.979 0.096
H 2.466 -2.415 2.093 0.096
H 3.609 -1.115 1.582 0.123
H 0.639 -0.191 -0.428 0.126
H 1.774 0.181 0.796 0.133
H 0.331 -1.285 2.418 0.076
H -0.705 -1.843 1.195 0.060
H -0.757 -0.156 1.465 0.086
H 0.984 -3.338 0.715 0.121
H 2.082 -3.749 -0.549 0.130
H -0.589 -2.300 -0.973 0.097
H -0.372 -3.920 -1.336 0.133
H -0.010 -1.695 -4.397 0.106
H -1.189 -1.718 -3.072 0.076
H -1.003 -3.153 -3.761 0.085
C 11.547 -2.187 5.178 -0.031
C 10.166 -2.666 5.752 -0.111
N 10.198 -4.057 6.467 -0.200
C 8.744 -4.587 6.781 0.016
C 10.614 -5.202 5.488 -0.145
C 9.800 -5.428 4.116 -0.024
C 11.127 -3.993 7.757 -0.057
C 10.924 -2.888 8.756 -0.219
O 9.550 -2.755 9.085 -0.198
C 9.272 -1.803 10.109 -0.067
H 11.567 -1.247 4.627 0.095
H 11.880 -2.935 4.459 0.068
H 12.349 -2.303 5.907 0.071
H 9.414 -2.706 4.964 0.117
H 9.829 -2.037 6.576 0.114
H 8.177 -3.808 7.292 0.089
H 8.722 -5.365 7.544 0.113
H 8.115 -4.727 5.902 0.092
H 10.702 -6.085 6.122 0.122
H 11.661 -4.968 5.293 0.105
H 10.367 -5.634 3.208 0.089
H 9.038 -4.661 3.976 0.060
H 9.318 -6.364 4.396 0.075
H 12.162 -3.887 7.432 0.132
H 10.924 -4.934 8.268 0.136
H 11.412 -1.979 8.404 0.133
H 11.508 -3.254 9.601 0.141
H 10.044 -1.719 10.874 0.100
H 8.298 -2.085 10.508 0.092
H 9.005 -0.842 9.668 0.092
C -8.692 6.330 7.373 -0.047
C -8.185 4.918 7.630 -0.140
N -6.683 4.671 7.250 -0.215
C -5.843 5.738 8.002 0.026
C -6.260 3.292 7.778 -0.162
C -6.203 3.043 9.328 -0.038
C -6.506 4.657 5.699 -0.050
C -5.090 4.679 5.081 -0.249
O -4.346 5.735 5.503 -0.194
C -3.092 5.903 4.844 -0.052
H -8.142 7.033 7.999 0.082
H -9.769 6.413 7.517 0.101
H -8.660 6.580 6.313 0.081
H -8.717 4.209 6.996 0.126
H -8.296 4.593 8.664 0.126
H -6.429 6.224 8.782 0.105
H -5.742 6.540 7.270 0.095
H -4.777 5.541 8.112 0.120
H -5.280 3.022 7.384 0.116
H -6.978 2.592 7.350 0.122
H -5.671 2.120 9.559 0.090
H -7.259 2.884 9.546 0.069
H -5.874 3.870 9.957 0.084
H -6.984 5.556 5.311 0.125
H -7.100 3.824 5.322 0.134
H -5.084 4.662 3.991 0.136
H -4.646 3.729 5.377 0.115
H -2.571 6.695 5.382 0.105
H -3.252 6.283 3.835 0.092
H -2.494 4.999 4.729 0.098
C -3.179 -5.361 7.308 -0.072
C -4.534 -5.944 7.268 -0.169
N -4.718 -7.234 6.375 -0.186
C -6.204 -7.727 6.340 0.040
C -4.496 -6.887 4.825 -0.182
C -4.780 -7.846 3.716 -0.077
C -3.744 -8.390 6.792 -0.034
C -4.183 -8.971 8.157 -0.199
O -3.743 -8.075 9.187 -0.222
C -4.244 -8.389 10.558 -0.026
H -3.146 -4.321 7.631 0.103
H -2.809 -5.302 6.285 0.070
H -2.532 -6.064 7.832 0.087
H -5.307 -5.200 7.078 0.134
H -4.618 -6.245 8.312 0.114
H -6.195 -8.750 5.965 0.106
H -6.765 -7.064 5.681 0.108
H -6.471 -7.623 7.392 0.103
H -3.450 -6.618 4.680 0.113
H -4.984 -5.927 4.654 0.124
H -3.960 -8.541 3.536 0.092
H -4.892 -7.267 2.799 0.095
H -5.725 -8.383 3.797 0.082
H -2.697 -8.096 6.862 0.141
H -3.942 -9.170 6.057 0.131
H -3.749 -9.964 8.274 0.136
H -5.234 -9.215 8.309 0.116
H -5.327 -8.497 10.619 0.089
H -4.026 -7.579 11.253 0.089
H -3.699 -9.233 10.981 0.094
C 4.814 10.978 -1.631 -0.049
C 5.359 10.602 -0.226 -0.144
N 5.495 9.112 0.274 -0.231
C 4.165 8.377 -0.071 0.034
C 6.657 8.475 -0.494 -0.129
C 6.888 6.988 -0.049 -0.040
C 5.667 9.102 1.831 -0.044
C 6.742 10.096 2.355 -0.205
O 7.963 9.751 1.759 -0.222
C 9.051 10.618 2.102 -0.050
H 3.762 10.699 -1.699 0.073
H 5.383 10.453 -2.399 0.080
H 4.876 12.061 -1.733 0.094
H 4.786 11.065 0.578 0.123
H 6.373 11.002 -0.233 0.120
H 3.259 8.769 0.391 0.108
H 4.243 7.335 0.241 0.094
H 4.065 8.524 -1.146 0.097
H 7.546 9.098 -0.393 0.119
H 6.376 8.600 -1.540 0.117
H 7.711 6.898 0.660 0.086
H 7.298 6.346 -0.829 0.083
H 6.010 6.417 0.250 0.071
H 5.797 8.035 2.013 0.129
H 4.723 9.324 2.330 0.132
H 6.944 9.868 3.402 0.137
H 6.338 11.107 2.308 0.125
H 8.892 11.552 1.563 0.091
H 9.918 10.119 1.667 0.101
H 9.114 10.815 3.172 0.097
C -3.431 8.805 -10.930 -0.084
C -2.876 7.431 -11.343 -0.214
C -3.829 6.327 -10.810 -0.124
N -3.404 4.819 -11.016 -0.214
C -3.457 4.462 -12.541 0.059
C -4.277 3.833 -10.101 -0.058
C -3.370 2.792 -9.477 -0.155
C -1.948 3.137 -9.946 -0.132
C -2.018 4.646 -10.354 -0.093
H -3.424 8.979 -9.854 0.082
H -4.448 9.026 -11.252 0.083
H -2.740 9.513 -11.390 0.086
H -1.859 7.325 -10.966 0.109
H -2.842 7.300 -12.424 0.109
H -4.866 6.493 -11.099 0.134
H -3.974 6.356 -9.730 0.113
H -2.690 5.012 -13.085 0.102
H -4.472 4.552 -12.929 0.113
H -3.074 3.442 -12.556 0.095
H -5.098 3.429 -10.693 0.131
H -4.615 4.559 -9.361 0.116
H -3.722 1.792 -9.734 0.115
H -3.341 2.746 -8.388 0.118
H -1.702 2.678 -10.904 0.106
H -1.154 2.999 -9.212 0.128
H -1.305 5.055 -11.070 0.133
H -1.916 5.111 -9.373 0.142
C -0.416 -7.676 -7.212 -0.102
C 0.946 -7.585 -7.877 -0.231
C 1.508 -6.108 -8.036 -0.092
N 2.830 -5.961 -8.799 -0.226
C 3.190 -4.447 -8.779 0.038
C 2.739 -6.465 -10.276 -0.089
C 3.668 -7.603 -10.435 -0.179
C 3.977 -8.070 -9.054 -0.146
C 3.963 -6.783 -8.185 -0.062
H -1.088 -7.314 -7.990 0.076
H -0.530 -7.016 -6.352 0.074
H -0.713 -8.691 -6.949 0.089
H 0.840 -8.161 -8.796 0.112
H 1.596 -8.164 -7.222 0.106
H 1.765 -5.766 -7.034 0.134
H 0.746 -5.503 -8.529 0.130
H 3.927 -4.283 -9.565 0.110
H 3.587 -4.191 -7.797 0.108
H 2.273 -3.878 -8.936 0.099
H 2.880 -5.721 -11.059 0.137
H 1.696 -6.775 -10.336 0.120
H 4.579 -7.249 -10.918 0.127
H 3.403 -8.366 -11.167 0.140
H 4.887 -8.669 -9.075 0.139
H 3.216 -8.762 -8.695 0.105
H 4.873 -6.209 -8.359 0.138
H 3.946 -7.118 -7.148 0.147
Cl 1.408 3.761 -4.056 -0.996
B 7.731 -8.076 -3.221 -1.439
F 8.543 -8.933 -2.559 0.137
F 6.850 -8.882 -3.826 0.135
F 7.094 -7.152 -2.391 0.079
F 8.444 -7.476 -4.254 0.087
B 5.341 3.144 4.944 -1.418
F 5.059 2.115 5.744 0.151
F 5.369 4.292 5.697 0.107
F 6.561 2.937 4.272 0.077
F 4.226 3.321 4.145 0.082
```

LUMO	-7.0938	eV
spin multiplicity	1
net charge	+5
DFT total energy	-128674.87048	eV
orbital gap	4.62	eV